1.
The following is a DFT calculation (ωB97M-V/def2-TZVPD) of C4H10N2 as an isolated structure.

```
! RIJCOSX wB97M-V def2-TZVPD def2/J DEFGRID3
* xyz 0 1
C -0.52672 0.55561 -0.18961
C -0.65754 1.24196 1.64168
C 1.11001 0.30233 -1.98004
C -0.21245 -1.72316 0.71060
N 0.74444 0.11060 -0.59492
N -0.36770 -0.82217 -0.40961
H -1.18751 1.12103 -0.82989
H 0.17857 1.91573 1.71370
H -0.58919 0.39692 2.30084
H -1.61400 1.73664 1.66184
H 1.67898 1.22963 -2.05309
H 1.74253 -0.52905 -2.28459
H 0.24296 0.35225 -2.64697
H 0.62706 -1.43572 1.35043
H -1.13353 -1.72869 1.29470
H -0.03591 -2.72393 0.31491
*
```

Gap between HOMO and LUMO in eV: 10.402
Relative energy (zero: lowest compared OMol25 entry of this formula, charge and spin) in kcal per mole: 86.0
Energy in eV: -7286.8921


2.
The following is a DFT calculation (ωB97M-V/def2-TZVPD) of C5H9N3 as an isolated structure.

```
! RIJCOSX wB97M-V def2-TZVPD def2/J DEFGRID3
* xyz 0 1
C -0.10473 1.44383 0.52502
C -1.29283 0.49313 0.31837
C -0.16188 -0.75011 -1.35674
C 0.96305 -0.70721 -0.21162
C -0.09024 -1.47171 0.55850
H 0.92861 2.98424 1.04089
H -1.93654 1.18406 -0.20515
H -1.52326 0.24134 1.35915
H -0.15101 -1.98424 -1.78824
H -0.01294 -0.24689 -2.50784
H 1.93989 -0.96005 -0.58901
H -0.34817 -1.18135 1.46501
H 0.06090 -2.56636 0.47242
H 1.95272 0.88158 -0.08886
N -0.05697 2.64307 1.21480
N -1.23010 -0.70683 -0.37964
N 1.06349 0.70348 0.17294
*
```

Gap between HOMO and LUMO in eV: 9.178
Relative energy (zero: lowest compared OMol25 entry of this formula, charge and spin) in kcal per mole: 129.4
Energy in eV: -9795.8572


3.
The following is a DFT calculation (ωB97M-V/def2-TZVPD) of a 2-piece molecular cluster, C3H6N2O2 overall.

```
! RIJCOSX wB97M-V def2-TZVPD def2/J DEFGRID3
* xyz 0 1
N 0.72395 0.55435 -0.63682
C -0.45815 0.65346 0.16225
N 1.30361 1.70042 -0.91057
C -0.80097 -0.65072 0.74992
C -1.52395 -1.53183 0.00561
O 1.40208 -0.62220 0.62976
O -1.05044 1.70382 0.33628
H 1.45147 -1.35843 -0.00129
H 1.15187 2.42595 -0.20243
H 2.20178 1.60111 -1.36914
H -0.71453 -0.73385 1.82423
H -2.05139 -2.35230 0.47480
H -1.63533 -1.38977 -1.06260
*
```

Gap between HOMO and LUMO in eV: 8.763
Relative energy (zero: lowest compared OMol25 entry of this formula, charge and spin) in kcal per mole: 132.2
Energy in eV: -10279.0662


4.
The following is a DFT calculation (ωB97M-V/def2-TZVPD) of the molecule C5H9Cl.

```
! RIJCOSX wB97M-V def2-TZVPD def2/J DEFGRID3
* xyz 0 1
C -0.98218 0.87277 1.33515
C -0.96986 0.51519 -0.13606
C 0.32886 -0.16745 -0.53962
C 0.68974 -1.46267 0.12616
C 1.07430 0.40145 -1.52074
H -0.14439 1.52770 1.58174
H -1.94409 1.34113 1.68886
H -0.83207 -0.04609 1.87119
H -1.00675 1.37173 -0.84010
H -1.92631 -0.08226 -0.32603
H -0.19087 -2.13820 0.15529
H 0.96868 -1.31146 1.18590
H 1.49664 -1.89944 -0.49291
H 0.89845 1.32294 -1.96362
Cl 2.53984 -0.24534 -2.12521
*
```

Gap between HOMO and LUMO in eV: 9.938
Relative energy (zero: lowest compared OMol25 entry of this formula, charge and spin) in kcal per mole: 12.6
Energy in eV: -17852.7839
SMILES: CC/C(C)=C/Cl


5.
The following is a DFT calculation (ωB97M-V/def2-TZVPD) of the molecule C4H5OP.

```
! RIJCOSX wB97M-V def2-TZVPD def2/J DEFGRID3
* xyz 0 1
C -0.24445 1.27001 0.05646
C -0.19404 -0.09511 0.65092
C 0.88815 1.70675 -0.47342
C -0.14264 -1.21972 -0.11278
O 1.32198 4.57384 -1.88647
P 0.49082 3.65757 -1.09100
H -1.16523 1.87375 -0.13971
H -0.10743 -0.11065 1.81639
H -0.20156 -1.02965 -1.22420
H -0.40514 -2.16512 0.32929
H 1.88331 1.24352 -0.29364
*
```

Gap between HOMO and LUMO in eV: 8.127
Relative energy (zero: lowest compared OMol25 entry of this formula, charge and spin) in kcal per mole: 38.5
Energy in eV: -15562.3473
SMILES: C=C/C=C/P=O


6.
The following is a DFT calculation (ωB97M-V/def2-TZVPD) of C24H39BN8O3PtSSi as an isolated structure.

```
! RIJCOSX wB97M-V def2-TZVPD def2/J DEFGRID3
* xyz 1 2
Pt -0.01156 0.99305 -1.14198
C -3.67480 2.73360 -2.86142
C -2.90784 2.40334 -1.74694
N -1.63751 2.28589 -2.10310
N -1.54720 2.52846 -3.41910
C -2.77291 2.79252 -3.90240
B -0.20338 2.34118 -4.15480
N 0.01470 0.81871 -4.29715
C 0.01956 0.05518 -5.40194
C 0.12475 -1.26551 -5.01836
C 0.17220 -1.22984 -3.62847
N 0.09908 0.02865 -3.21612
N 0.93550 2.93865 -3.28414
C 1.78132 3.93471 -3.59233
C 2.64757 4.11808 -2.53331
C 2.25871 3.17267 -1.58869
N 1.23524 2.47717 -2.06529
N -0.15694 3.01587 -5.50089
C -0.69890 4.18463 -5.92128
C -0.16422 4.48571 -7.15165
C 0.72519 3.43420 -7.41389
N 0.71982 2.58515 -6.41466
H -4.73091 2.90026 -2.89651
H -3.21221 2.26979 -0.72734
H -2.94678 2.99888 -4.94085
H -0.02336 0.48704 -6.38279
H 0.15535 -2.13120 -5.64746
H 0.26224 -2.04110 -2.93146
H 1.73709 4.45524 -4.52907
H 3.44585 4.82525 -2.45240
H 2.66673 2.97315 -0.61491
H -1.41043 4.72565 -5.33138
H -0.36515 5.33308 -7.77218
H 1.35168 3.27113 -8.26654
C -2.06932 -1.52504 5.08386
C -1.82685 -0.24655 4.28672
C -2.82119 -0.12822 3.13672
C -1.88824 0.98860 5.18265
O -0.49255 -0.28595 3.76688
Si 0.25735 -1.10723 2.63050
S -0.39758 -0.15677 0.71903
O 1.83225 -0.87086 2.72146
C 2.74877 -1.29991 3.75466
C 3.39631 -2.60053 3.29151
C 2.01983 -1.52021 5.07328
C 3.79489 -0.20118 3.90866
O -0.33664 -2.58412 2.45622
C -0.36628 -3.62212 1.47062
C -1.68590 -3.49675 0.70901
C -0.31582 -4.93962 2.24413
C 0.81358 -3.49985 0.51186
H -3.06161 -1.50959 5.52466
H -1.33223 -1.61598 5.87715
H -1.97880 -2.38613 4.42649
H -3.83297 -0.08633 3.52985
H -2.72685 -0.98600 2.47424
H -2.62100 0.77414 2.56124
H -2.86771 1.06628 5.64373
H -1.70011 1.88362 4.59521
H -1.13511 0.92303 5.96331
H 2.64860 -3.38569 3.20384
H 4.14008 -2.90472 4.02166
H 3.88061 -2.46198 2.32783
H 1.27575 -2.30678 4.97200
H 1.51803 -0.60771 5.38034
H 2.72808 -1.80992 5.84441
H 4.33112 -0.05153 2.97534
H 4.50183 -0.49083 4.68072
H 3.32005 0.73346 4.19485
H -2.52311 -3.53059 1.40135
H -1.78335 -4.31272 -0.00057
H -1.71983 -2.54849 0.17316
H -1.13192 -4.97676 2.96090
H 0.62233 -5.02783 2.78599
H -0.40858 -5.77787 1.56094
H 0.76093 -2.55747 -0.03279
H 0.78855 -4.32448 -0.19501
H 1.75616 -3.52406 1.05219
*
```

Gap between HOMO and LUMO (spin up / spin down) in eV: 5.816 / 6.616
Relative energy (zero: lowest compared OMol25 entry of this formula, charge and spin) in kcal per mole: 35.0
Energy in eV: -66219.8504